Record 1
{"formula": "C28H18AlClIN3O5S", "method": "ωB97M-V with the def2-TZVPD basis set", "e_lumo_ha": -0.044, "gap_ev": 6.959, "de_lowest_ev": 0.000, "e_homo_ev": -8.1, "elements": ["Al", "Cl", "C", "C", "C", "I", "C", "O", "C", "N", "C", "C", "C", "C", "H", "H", "H", "H", "O", "C", "O", "C", "C", "C", "N", "C", "C", "C", "O", "O", "H", "H", "H", "N", "S", "C", "C", "C", "C", "C", "C", "C", "C", "C", "C", "C", "C", "H", "H", "H", "H", "H", "H", "H", "H", "H", "H", "H"], "xyz": [[0.7651, 1.1886, 0.1001], [3.9650, 7.0719, -1.0936], [3.5365, 5.4004, -0.9091], [4.4995, 4.4383, -0.9683], [4.1857, 3.0641, -0.8171], [5.6894, 1.6450, -0.9121], [2.8909, 2.6659, -0.6083], [2.4677, 1.4256, -0.4579], [1.8948, 3.6843, -0.5565], [0.6378, 3.2066, -0.3470], [-0.3624, 4.0570, -0.2595], [-0.1730, 5.4423, -0.3858], [1.0861, 5.9342, -0.6024], [2.1781, 5.0470, -0.6953], [5.5282, 4.7292, -1.1313], [-1.3466, 3.6415, -0.0847], [-1.0265, 6.0999, -0.3084], [1.2558, 6.9984, -0.6994], [-5.9584, -0.3027, -0.2455], [-5.2635, -0.2093, 0.7793], [-5.4315, -0.6327, 1.9374], [-3.8715, 0.4302, 0.5447], [-3.4233, 0.6754, -0.7487], [-2.1039, 1.0141, -0.9565], [-1.2375, 1.1273, 0.0580], [-1.6780, 0.9567, 1.3186], [-2.9855, 0.6283, 1.5986], [-0.5893, 1.0073, 2.3785], [-0.8406, 0.8351, 3.5411], [0.6170, 1.2019, 1.8745], [-4.1202, 0.5343, -1.5645], [-1.7046, 1.1602, -1.9548], [-3.3110, 0.4375, 2.6124], [0.8155, -0.6911, -0.3851], [0.4449, -1.8408, 0.6764], [-1.0860, -2.5978, 0.2120], [-2.1073, -2.5174, 1.1480], [-3.3839, -2.9446, 0.7970], [-3.6097, -3.4385, -0.4771], [-2.5685, -3.5405, -1.3995], [-1.2958, -3.1201, -1.0613], [1.6350, -3.1363, 0.3960], [2.8990, -2.7926, -0.0567], [3.8504, -3.7955, -0.1987], [3.5362, -5.1073, 0.1186], [2.2677, -5.4308, 0.5863], [1.3066, -4.4447, 0.7310], [0.8943, -1.0600, -1.3273], [-1.9168, -2.1114, 2.1353], [-4.2019, -2.8307, 1.4974], [-4.6105, -3.7348, -0.7620], [-2.7579, -3.9402, -2.3872], [-0.4804, -3.1945, -1.7723], [3.1381, -1.7600, -0.2784], [4.8403, -3.5426, -0.5546], [4.2817, -5.8835, 0.0047], [2.0246, -6.4551, 0.8356], [0.3139, -4.6929, 1.0854]], "forces_ev_per_angstrom": [[-0.05, -0.11, 0.04], [-0.01, -0.03, 0.00], [-0.04, 0.03, 0.00], [0.02, -0.09, 0.01], [0.01, 0.17, -0.04], [0.04, -0.05, 0.00], [-0.12, -0.03, -0.02], [-0.05, 0.02, 0.01], [-0.06, -0.12, 0.01], [0.12, -0.06, 0.05], [-0.03, 0.09, -0.03], [-0.04, -0.09, 0.00], [0.05, 0.04, -0.01], [0.03, 0.08, -0.02], [0.00, -0.01, 0.00], [0.01, 0.00, 0.02], [0.01, 0.00, 0.01], [0.00, -0.01, 0.00], [0.04, 0.10, 0.10], [-0.07, -0.33, -0.07], [0.03, 0.11, -0.08], [0.07, 0.10, 0.04], [-0.03, -0.05, -0.02], [0.02, -0.05, -0.01], [0.02, 0.11, 0.01], [0.05, -0.03, 0.02], [-0.05, -0.08, 0.03], [-0.02, -0.04, 0.00], [0.01, 0.06, 0.00], [-0.04, -0.06, -0.11], [0.02, 0.01, 0.00], [0.01, 0.02, 0.02], [0.03, 0.01, 0.01], [0.09, -0.03, 0.02], [-0.05, 0.19, 0.11], [-0.04, 0.01, 0.02], [-0.04, -0.05, 0.00], [-0.03, 0.03, 0.02], [0.00, -0.01, -0.02], [0.00, -0.01, 0.00], [-0.01, 0.02, 0.02], [-0.06, -0.11, -0.03], [0.06, -0.02, 0.04], [-0.02, 0.06, -0.01], [-0.03, -0.03, 0.01], [0.04, -0.02, -0.01], [0.01, 0.01, -0.03], [0.10, 0.13, -0.03], [-0.01, 0.04, -0.04], [0.02, 0.01, -0.01], [0.01, 0.01, 0.01], [0.00, 0.01, 0.01], [-0.01, 0.01, 0.00], [-0.01, -0.01, -0.03], [-0.01, 0.00, 0.00], [-0.01, 0.01, 0.00], [0.00, 0.01, 0.00], [0.02, 0.01, -0.01]]}

***

Record 2
{"formula": "C28H18BrCrF9N3O5", "method": "ωB97M-V with the def2-TZVPD basis set", "e_lumo_ha": [-0.058, -0.059], "gap_ev": [4.745, 4.745], "multiplicity": 4, "e_homo_ev": [-6.3, -6.3], "elements": ["Cr", "C", "O", "C", "C", "C", "C", "C", "C", "O", "C", "O", "C", "H", "H", "H", "H", "H", "H", "H", "H", "H", "Br", "C", "C", "C", "C", "C", "C", "N", "N", "C", "C", "C", "C", "O", "C", "N", "C", "C", "C", "C", "H", "H", "H", "H", "H", "H", "H", "H", "H", "F", "C", "F", "F", "C", "O", "C", "F", "F", "F", "C", "F", "F", "F"], "xyz": [[-16.3081, -10.4168, -3.0023], [-19.2892, -14.9846, -6.9626], [-20.2901, -14.0090, -6.6351], [-19.9165, -13.0288, -5.7928], [-20.9806, -12.3984, -5.0909], [-20.7020, -11.4645, -4.1418], [-19.3783, -11.0571, -3.8683], [-19.1240, -10.1051, -2.8392], [-20.2428, -9.8019, -1.9011], [-17.9969, -9.4762, -2.6504], [-18.2902, -11.6300, -4.6187], [-17.0425, -11.3056, -4.4508], [-18.5987, -12.6001, -5.5946], [-19.7609, -15.7079, -7.6335], [-18.8716, -15.5710, -6.1091], [-18.4745, -14.5053, -7.5054], [-22.0135, -12.6913, -5.2967], [-21.5191, -10.9548, -3.6089], [-20.9014, -8.9768, -2.1947], [-19.8001, -9.5380, -0.9238], [-20.8877, -10.6945, -1.7987], [-17.7640, -13.0631, -6.1206], [-13.4674, -10.3430, 4.9483], [-12.4360, -9.6875, 3.5567], [-11.9805, -8.3333, 3.5585], [-11.3133, -7.8097, 2.4650], [-11.1265, -8.5556, 1.2556], [-11.4259, -9.9267, 1.3159], [-12.0767, -10.4630, 2.4254], [-10.8005, -7.9056, 0.1083], [-10.4868, -8.5740, -0.9755], [-11.4876, -8.8441, -1.8655], [-11.2135, -9.9328, -2.7420], [-12.2011, -10.6575, -3.3962], [-13.5190, -10.2844, -3.1564], [-14.5170, -10.9791, -3.6471], [-13.8280, -9.0962, -2.3998], [-15.1687, -8.8442, -2.3138], [-15.5842, -7.7584, -1.6473], [-14.6514, -6.8096, -1.1611], [-13.2932, -7.0482, -1.2679], [-12.8576, -8.2848, -1.7912], [-12.1945, -7.7278, 4.4489], [-10.9567, -6.7587, 2.4788], [-11.2303, -10.5920, 0.4806], [-12.2772, -11.5443, 2.3835], [-10.1493, -10.2506, -2.7676], [-11.9675, -11.5525, -3.9809], [-16.6560, -7.6248, -1.4834], [-15.0255, -5.8775, -0.7228], [-12.5406, -6.3498, -0.8369], [-17.7869, -11.1891, 0.7519], [-16.7080, -12.0482, 0.8591], [-17.1713, -13.1668, 1.4670], [-15.7302, -11.5021, 1.6205], [-16.1048, -12.3017, -0.5742], [-16.1151, -11.0868, -1.2557], [-14.6215, -12.8362, -0.4139], [-14.1053, -13.2327, -1.6184], [-14.5073, -13.9270, 0.4131], [-13.7530, -11.8690, 0.0821], [-16.9633, -13.4651, -1.2611], [-16.6016, -13.5263, -2.5856], [-16.7870, -14.6795, -0.7131], [-18.3160, -13.2271, -1.1841]], "forces_ev_per_angstrom": [[1.33, 0.17, 0.00], [0.21, -0.45, -0.40], [0.53, -0.51, 0.48], [0.36, 0.66, 0.39], [-0.38, -0.14, -0.09], [-0.46, 0.25, -0.08], [1.37, 0.02, 0.16], [0.89, 1.05, -0.15], [-0.26, -0.07, 1.07], [-1.87, -1.52, -0.23], [-1.10, -0.10, -0.51], [-0.27, -0.32, 0.03], [-0.32, -0.61, -0.05], [-0.07, 0.29, 0.12], [-0.51, 0.84, -0.22], [0.06, -0.09, 0.01], [0.45, 0.02, 0.00], [0.40, -0.53, -0.44], [0.33, 0.00, -0.23], [-0.26, -0.15, -0.42], [0.46, 0.57, 0.26], [-0.24, 0.20, 0.19], [-0.31, -0.35, 0.52], [1.57, 0.87, -2.30], [-0.41, -0.86, 0.13], [0.01, 0.60, -0.22], [0.79, 0.57, 1.13], [-0.23, -0.17, 0.15], [-0.31, -0.17, 0.97], [-1.05, -0.32, -1.86], [-0.33, -1.20, 1.51], [-0.26, 1.42, -0.26], [0.66, 0.26, 0.48], [0.66, 0.23, 0.42], [-1.04, -1.27, -1.06], [0.32, 0.95, 0.70], [-0.54, 0.49, 0.33], [0.02, 1.08, 0.82], [0.84, -0.17, -0.20], [-0.22, -0.02, -0.27], [0.48, 0.14, 1.01], [0.59, -1.05, -0.76], [0.23, -0.14, -0.49], [-0.37, -0.80, 0.02], [0.00, 0.22, 0.00], [-0.16, 0.61, 0.21], [-0.88, 0.24, -0.03], [-0.21, 0.44, 0.24], [0.34, -0.16, -0.27], [0.19, -0.48, -0.12], [-0.76, -0.62, -0.50], [1.57, -0.93, 0.40], [-0.38, 0.53, -0.02], [0.54, 0.88, -0.39], [-1.46, -0.21, -0.21], [-0.28, 0.23, -0.41], [-0.18, -1.85, 0.88], [1.93, -0.26, 0.15], [-0.72, 0.60, 1.14], [-0.41, 1.41, -0.70], [-1.55, -1.38, -0.98], [-0.23, 0.09, -0.59], [-0.75, -0.01, 1.38], [0.18, 0.77, -0.49], [1.46, 0.20, -0.36]]}

***

Record 3
{"formula": "C28H18Cl2INO4PdS", "method": "ωB97M-V with the def2-TZVPD basis set", "e_lumo_ha": [-0.048, -0.042], "gap_ev": [6.289, 6.473], "de_lowest_ev": 1.460, "e_homo_ev": [-7.6, -7.6], "elements": ["Pd", "Cl", "C", "C", "C", "C", "O", "C", "C", "O", "C", "H", "H", "H", "H", "Cl", "C", "C", "C", "I", "C", "O", "C", "N", "C", "C", "C", "C", "H", "H", "H", "H", "O", "S", "C", "C", "C", "C", "C", "C", "C", "C", "C", "C", "C", "C", "H", "H", "H", "H", "H", "H", "H", "H", "H", "H"], "xyz": [[-0.8386, 0.7685, -0.6426], [5.1576, 1.1257, 3.9045], [3.9553, 1.1973, 2.6488], [4.3539, 1.4480, 1.3227], [3.4339, 1.4627, 0.3160], [2.0472, 1.2064, 0.5449], [1.2664, 1.1728, -0.4718], [1.6622, 1.0279, 1.9091], [0.3050, 0.8571, 2.3163], [-0.6993, 0.7748, 1.6155], [2.6369, 1.0192, 2.9330], [5.4015, 1.6237, 1.1118], [3.7349, 1.6491, -0.7079], [0.1534, 0.8064, 3.4086], [2.3184, 0.8592, 3.9567], [-4.8498, 6.4518, -0.3617], [-4.2646, 4.8179, -0.4736], [-5.1536, 3.7772, -0.4757], [-4.7056, 2.4561, -0.5749], [-6.0517, 0.8628, -0.5226], [-3.3577, 2.1257, -0.7069], [-2.9327, 0.9018, -0.8153], [-2.4532, 3.2313, -0.7006], [-1.1385, 2.9179, -0.8002], [-0.2187, 3.8467, -0.7257], [-0.5540, 5.2016, -0.5709], [-1.8721, 5.5606, -0.4974], [-2.8785, 4.5710, -0.5611], [-6.2124, 3.9814, -0.3909], [0.8101, 3.5155, -0.7925], [0.2319, 5.9405, -0.5061], [-2.1624, 6.5953, -0.3759], [-1.1407, -1.3217, -1.8960], [-0.8031, -1.8439, -0.5277], [-1.0490, -3.6314, -0.5711], [-1.0698, -4.3074, -1.7760], [-1.2289, -5.6850, -1.7632], [-1.3642, -6.3623, -0.5577], [-1.3560, -5.6671, 0.6447], [-1.2048, -4.2885, 0.6398], [1.0015, -1.9867, -0.5092], [1.6890, -1.7558, -1.6860], [3.0705, -1.8829, -1.6942], [3.7459, -2.2300, -0.5320], [3.0443, -2.4417, 0.6476], [1.6644, -2.3194, 0.6624], [-0.9690, -3.7565, -2.7040], [-1.2506, -6.2337, -2.6956], [-1.4846, -7.4380, -0.5547], [-1.4785, -6.1966, 1.5803], [-1.2136, -3.7251, 1.5666], [1.1406, -1.4794, -2.5773], [3.6219, -1.6928, -2.6061], [4.8240, -2.3292, -0.5417], [3.5754, -2.6872, 1.5587], [1.1101, -2.4915, 1.5786]], "forces_ev_per_angstrom": [[-0.45, 2.14, -0.43], [0.01, 0.03, 0.02], [0.10, 0.02, -0.11], [0.02, -0.04, 0.18], [-0.16, -0.01, -0.24], [0.15, -0.12, 0.49], [-1.11, -0.40, -0.69], [0.33, 0.01, -0.34], [-0.38, -0.03, 0.21], [-0.15, -0.11, 0.33], [-0.14, -0.03, -0.01], [-0.02, 0.00, -0.01], [0.00, -0.04, 0.03], [0.04, -0.01, 0.03], [0.00, 0.00, -0.01], [0.01, 0.00, 0.04], [-0.12, -0.05, 0.00], [0.06, 0.16, 0.00], [0.17, -0.57, -0.08], [-0.01, 0.17, -0.01], [-0.38, 0.33, 0.11], [1.43, -0.47, 0.11], [-0.20, 0.09, 0.04], [0.46, -0.40, 0.26], [0.03, 0.01, -0.10], [-0.12, 0.08, 0.00], [0.06, -0.04, -0.01], [0.10, -0.01, -0.07], [0.01, -0.03, -0.01], [-0.02, -0.04, 0.00], [0.00, 0.00, -0.02], [0.02, 0.00, -0.01], [0.10, 0.34, 0.16], [0.56, -1.36, -0.05], [-0.21, 0.11, 0.24], [0.01, 0.08, -0.13], [-0.01, -0.02, 0.03], [0.00, -0.01, 0.03], [0.02, -0.01, -0.06], [-0.03, 0.04, 0.00], [-0.02, 0.06, 0.08], [-0.05, -0.01, -0.07], [0.04, 0.04, 0.07], [0.01, 0.03, -0.03], [0.05, 0.02, 0.02], [-0.12, 0.03, 0.07], [-0.01, -0.01, 0.03], [0.01, 0.01, 0.00], [-0.01, 0.01, -0.01], [0.00, 0.01, 0.00], [-0.03, -0.04, -0.01], [0.00, 0.03, 0.01], [-0.02, -0.04, 0.00], [-0.02, 0.03, 0.00], [-0.03, -0.02, -0.02], [0.02, 0.04, 0.00]]}